[1]
The following is a quantum chemistry calculation of a structure of composition C27H27GeMnOS3, from the OMol25 dataset.

The geometry in XYZ format:
```
60
Properties=species:S:1:pos:R:3:mulliken_spin:R:1
Mn 1.94 -1.54 1.47 4.88
S -0.24 -0.30 1.95 0.04
C -1.18 -1.82 1.84 -0.03
C -2.56 -1.75 2.18 0.00
C -3.34 -2.90 2.14 0.00
C -2.80 -4.09 1.75 0.00
C -1.47 -4.15 1.47 0.01
C -0.60 -3.12 1.56 0.00
S 1.21 -3.65 1.76 0.03
H -3.01 -0.83 2.59 0.00
H -4.38 -2.78 2.48 0.00
H -3.34 -5.01 1.70 0.00
H -1.05 -5.17 1.37 0.00
C -0.47 -1.24 -1.53 0.05
Ge -0.77 0.22 -0.32 -0.09
C 0.70 1.59 -0.75 0.03
C 1.60 2.03 0.25 0.01
C 2.68 2.84 -0.16 0.00
C 2.81 3.27 -1.43 0.00
C 1.84 2.92 -2.40 0.00
C 0.78 2.08 -2.08 0.00
C -2.57 0.80 -0.30 0.01
C -3.53 -0.12 -0.64 0.00
C -4.90 0.17 -0.40 0.00
C -5.27 1.34 0.16 0.00
C -4.26 2.26 0.66 0.00
C -4.71 3.40 1.39 0.00
C -3.86 4.39 1.66 0.00
C -2.46 4.25 1.36 0.00
C -2.02 3.11 0.72 0.00
C -2.90 2.07 0.35 0.00
H -0.99 -0.99 -2.47 0.00
H -0.92 -2.16 -1.14 0.00
H 0.56 -1.35 -1.82 -0.02
H 1.52 1.77 1.31 -0.01
H 3.37 3.13 0.58 0.00
H 3.62 4.01 -1.66 0.00
H 1.94 3.42 -3.31 0.00
H -0.04 1.93 -2.78 0.00
H -3.24 -1.06 -1.10 0.00
H -5.56 -0.60 -0.66 0.00
H -6.33 1.48 0.30 0.00
H -5.77 3.46 1.54 0.00
H -4.22 5.28 2.14 0.00
H -1.78 5.13 1.61 0.00
H -0.95 3.06 0.45 0.00
O 3.53 -0.50 1.11 0.04
S 4.47 -0.42 -0.14 0.01
C 5.63 -1.73 0.07 0.01
C 5.80 -2.37 -1.25 0.00
C 4.62 -2.10 -2.19 0.01
C 3.55 -1.32 -1.47 0.03
H 5.11 -2.39 0.81 0.00
H 6.52 -1.40 0.60 0.00
H 5.96 -3.42 -1.16 0.00
H 6.69 -1.92 -1.59 0.00
H 4.23 -3.07 -2.52 0.00
H 5.03 -1.64 -3.05 0.00
H 2.84 -1.99 -0.95 0.00
H 2.96 -0.52 -2.03 -0.01
```

The LUMO energy (alpha / beta) is -2.48 / -3.17 eV. Its calculated total energy is -150821.1030 eV. The value obtained for the HOMO-LUMO gap (alpha / beta) is 8.253 / 7.595 eV. The charge is +1. The value obtained for the energy above the lowest of the compared OMol25 structures with the same formula, charge and spin is 10.9 kcal/mol. The expectation value of S² is 8.759. Its molar mass is 591.26 g/mol. The multiplicity is 6.

[2]
The following is a quantum chemistry calculation of a structure of composition C31H36Br2N5OsSe, from the OMol25 dataset.

The geometry in XYZ format:
```
76
Properties=species:S:1:pos:R:3:mulliken_spin:R:1
Os -0.28 -0.61 0.16 2.35
Br 1.17 1.24 -1.14 0.01
C 1.53 2.92 -0.20 0.00
Br -0.01 4.07 -0.14 0.00
H 2.30 3.42 -0.77 0.00
H 1.85 2.67 0.80 0.00
C -1.27 3.07 4.63 0.00
C -1.93 2.76 3.30 0.00
N -1.08 1.83 2.58 0.01
C -0.41 0.81 3.18 -0.02
N 0.29 -0.02 2.43 0.17
C 1.05 -1.04 3.15 -0.02
C 0.26 -1.58 4.33 0.00
C 0.03 -0.42 5.27 0.00
N -0.43 0.76 4.54 0.02
C -1.08 1.76 5.37 0.00
H -1.91 3.73 5.23 0.00
H -0.32 3.57 4.47 0.00
H -2.03 3.66 2.69 0.00
H -2.93 2.35 3.48 0.00
H -1.32 1.65 1.61 -0.01
H 2.00 -0.60 3.50 0.00
H 1.30 -1.84 2.46 0.04
H 0.81 -2.38 4.84 0.00
H -0.68 -1.98 3.96 0.00
H 0.95 -0.18 5.82 0.00
H -0.74 -0.67 6.01 0.00
H -0.46 1.90 6.26 0.00
H -2.05 1.38 5.70 0.00
N -1.85 0.54 -0.05 0.34
C -2.79 0.59 -0.91 -0.04
C -3.81 1.66 -0.90 0.00
C -4.18 2.26 0.30 0.01
C -5.20 3.20 0.33 0.00
C -5.84 3.55 -0.84 0.00
C -5.45 2.98 -2.05 0.00
C -4.44 2.04 -2.08 0.00
C -2.93 -0.50 -1.92 0.10
C -4.12 -1.21 -2.01 -0.01
C -4.22 -2.30 -2.86 0.01
C -3.13 -2.67 -3.64 0.00
C -1.95 -1.95 -3.58 0.05
C -1.84 -0.87 -2.72 0.00
H -3.68 1.96 1.22 0.00
H -5.49 3.65 1.27 0.00
H -6.65 4.28 -0.82 0.00
H -5.95 3.27 -2.96 0.00
H -4.13 1.61 -3.02 0.00
H -4.96 -0.93 -1.39 0.00
H -5.14 -2.87 -2.91 0.00
H -3.21 -3.52 -4.31 0.00
H -1.11 -2.23 -4.20 0.00
H -0.94 -0.27 -2.72 -0.05
C 1.94 -8.32 0.17 0.00
C 1.80 -6.83 0.17 0.08
C 2.70 -6.03 0.87 -0.02
C 2.63 -4.65 0.83 0.04
C 3.61 -3.84 1.63 0.02
C 1.61 -4.05 0.05 0.02
Se 1.62 -2.17 -0.11 0.68
C 0.67 -4.84 -0.64 0.02
C -0.42 -4.24 -1.48 0.04
C 0.79 -6.22 -0.57 -0.02
H 2.68 -8.66 0.90 0.00
H 2.25 -8.67 -0.82 0.01
H 0.99 -8.80 0.39 0.01
H 3.47 -6.49 1.47 0.00
H 4.41 -4.47 2.01 0.00
H 3.10 -3.38 2.49 0.00
H 4.05 -3.04 1.04 0.00
H -0.88 -3.39 -0.97 0.03
H -1.20 -4.98 -1.68 0.00
H -0.02 -3.89 -2.43 0.00
H 0.08 -6.84 -1.10 0.00
N -2.24 -2.74 1.40 0.11
C -1.53 -1.97 0.91 0.00
```

The LUMO energy (alpha / beta) is -2.55 / -5.46 eV. Its calculated total energy is -248073.3922 eV. The value obtained for the HOMO-LUMO gap (alpha / beta) is 8.161 / 5.289 eV. The charge is +1. The expectation value of S² is 6.033. Its molar mass is 907.66 g/mol. The multiplicity is 5.

[3]
The following is a quantum chemistry calculation of the ion C3H10N3 with charge +1, from the OMol25 dataset.

The geometry in XYZ format:
```
16
Properties=species:S:1:pos:R:3:nbo_charge:R:1
C -2.08 0.32 -0.16 -0.45
N -1.01 -0.67 -0.23 -0.55
C 0.23 -0.17 0.58 0.27
N 1.47 -0.96 0.01 -0.61
C 2.04 0.36 -0.32 -0.03
N 0.75 0.99 0.10 -0.67
H -1.85 1.39 -0.36 0.25
H -2.96 -0.08 -0.83 0.25
H -2.37 0.26 0.84 0.22
H -0.60 -0.67 -1.21 0.45
H -1.36 -1.65 -0.01 0.45
H -0.16 -0.46 1.66 0.20
H 2.00 -1.48 0.69 0.39
H 2.97 0.49 0.34 0.19
H 2.37 0.33 -1.32 0.20
H 0.55 1.98 0.21 0.43
```

The LUMO energy is -3.12 eV. Its calculated total energy is -7734.6529 eV. The value obtained for the HOMO-LUMO gap is 10.918 eV. The charge is +1. The SMILES is C[NH2+]C1NCN1. The value obtained for the energy above the lowest of the compared OMol25 structures with the same formula, charge and spin is 83.3 kcal/mol. Its molar mass is 88.13 g/mol.

[4]
The following is a quantum chemistry calculation of the molecule C19H22N2O6S2, from the OMol25 dataset.

The geometry in XYZ format:
```
51
Properties=species:S:1:pos:R:3:nbo_charge:R:1
C 4.49 0.31 -1.53 -0.66
C 3.33 1.06 -0.96 -0.03
C 2.70 2.03 -1.74 -0.19
C 1.57 2.70 -1.30 -0.21
C 1.06 2.44 -0.03 0.14
N -0.14 3.05 0.35 -0.59
C -1.04 2.51 1.22 0.68
O -0.80 1.64 2.01 -0.60
C -2.46 3.11 1.12 -0.15
O -3.38 2.03 1.01 -0.49
C -3.06 1.12 0.07 0.78
O -2.13 1.27 -0.69 -0.62
C -3.95 -0.02 0.10 -0.38
S -5.24 -0.07 1.26 0.49
C -5.72 -1.60 0.68 -0.37
C -4.94 -2.06 -0.33 -0.27
C -3.91 -1.16 -0.68 0.06
C -2.91 -1.42 -1.75 -0.66
C 1.72 1.53 0.78 -0.26
C 2.82 0.84 0.31 -0.25
S 3.37 -0.43 1.47 2.33
O 3.16 0.07 2.80 -0.93
O 4.68 -0.91 1.13 -0.95
N 2.33 -1.71 1.26 -0.68
C 2.42 -2.48 0.05 -0.26
C 1.29 -2.10 -0.92 -0.08
O 0.04 -2.25 -0.29 -0.54
C -0.07 -1.40 0.84 -0.09
C 1.02 -1.70 1.87 -0.26
H 4.14 -0.45 -2.24 0.22
H 5.06 -0.18 -0.75 0.26
H 5.14 0.99 -2.08 0.22
H 3.09 2.24 -2.73 0.22
H 1.09 3.41 -1.95 0.21
H -0.50 3.70 -0.34 0.40
H -2.72 3.62 2.05 0.23
H -2.57 3.79 0.27 0.18
H -6.57 -2.09 1.13 0.24
H -5.09 -3.00 -0.82 0.23
H -2.60 -0.49 -2.23 0.24
H -2.02 -1.88 -1.31 0.26
H -3.32 -2.10 -2.49 0.21
H 1.39 1.35 1.79 0.28
H 3.40 -2.30 -0.39 0.23
H 2.33 -3.54 0.30 0.20
H 1.28 -2.77 -1.78 0.20
H 1.42 -1.07 -1.26 0.17
H -1.06 -1.59 1.27 0.20
H -0.02 -0.35 0.51 0.19
H 1.02 -0.96 2.66 0.25
H 0.84 -2.69 2.30 0.20
```

The LUMO energy is 0.24 eV. Its calculated total energy is -56995.7392 eV. The value obtained for the HOMO-LUMO gap is 9.024 eV. The charge is 0. The SMILES is Cc1ccc(NC(=O)COC(=O)c2sccc2C)cc1S(=O)(=O)N1CCOCC1. The value obtained for the energy above the lowest of the compared OMol25 structures with the same formula, charge and spin is 13.4 kcal/mol. Its molar mass is 438.53 g/mol.

[5]
The following is a quantum chemistry calculation of a structure of composition C40H24BrCl7N6O4Ti, from the OMol25 dataset.

The geometry in XYZ format:
```
83
Properties=species:S:1:pos:R:3:mulliken_spin:R:1
Ti 0.58 0.73 0.33 0.94
Cl 0.77 7.57 0.71 0.00
C 0.21 5.93 0.95 0.00
C 1.08 4.88 0.70 0.00
C 0.67 3.56 0.87 -0.02
N 1.55 2.50 0.65 0.00
C 2.36 2.73 -0.46 0.02
O 3.54 2.97 -0.51 0.00
C 1.54 2.66 -1.76 -0.01
C 1.97 3.26 -2.94 -0.01
C 1.12 3.20 -4.03 0.00
C -0.10 2.54 -3.91 0.00
C -0.43 1.94 -2.70 0.01
N 0.38 2.02 -1.64 -0.02
C -0.66 3.27 1.29 0.04
C -1.50 4.35 1.56 0.00
C -1.07 5.66 1.39 0.01
Cl -2.20 6.95 1.72 0.00
N -0.95 1.90 1.39 -0.01
C -2.07 1.53 2.03 0.01
O -3.04 2.23 2.34 0.00
C -2.12 0.11 2.53 0.00
C -2.82 -0.12 3.72 0.00
C -2.93 -1.41 4.18 0.00
C -2.39 -2.44 3.42 0.00
C -1.72 -2.12 2.26 0.01
N -1.56 -0.87 1.83 0.00
H 2.09 5.09 0.40 0.00
H 2.93 3.74 -2.97 0.00
H 1.40 3.66 -4.97 0.00
H -0.79 2.47 -4.73 0.00
H -1.34 1.38 -2.56 0.00
H -2.52 4.17 1.86 0.00
H -3.25 0.72 4.24 0.00
H -3.45 -1.62 5.11 0.00
H -2.48 -3.48 3.73 0.00
H -1.29 -2.89 1.64 -0.01
O 4.28 -1.32 0.63 0.00
C 4.73 -1.39 -0.63 0.00
C 6.00 -1.94 -0.84 0.00
C 6.53 -2.02 -2.11 0.00
C 5.81 -1.55 -3.20 0.00
C 4.55 -1.01 -2.99 0.00
C 3.98 -0.94 -1.73 0.01
C 2.58 -0.37 -1.59 0.01
O 2.29 0.01 -0.28 -0.03
N 1.61 -1.33 -2.07 -0.01
N 0.30 -0.90 -1.67 0.26
C -0.60 -1.75 -2.12 0.01
C -1.99 -1.75 -1.98 0.11
Br -2.74 -0.26 -1.07 0.02
C -2.79 -2.71 -2.61 0.31
C -4.16 -3.05 -2.49 -0.10
C -4.72 -3.92 -3.47 0.14
C -6.04 -4.32 -3.42 -0.08
C -6.89 -3.89 -2.41 0.18
C -6.36 -3.05 -1.43 -0.08
C -5.04 -2.64 -1.46 0.14
H 3.43 -0.80 0.58 0.00
H 6.55 -2.28 0.03 0.00
H 7.52 -2.44 -2.25 0.00
H 6.23 -1.60 -4.20 0.00
H 3.97 -0.64 -3.83 0.00
H 2.53 0.50 -2.26 0.00
H 1.81 -2.22 -1.61 0.01
H -0.23 -2.59 -2.71 0.02
H -2.23 -3.33 -3.31 0.02
H -4.09 -4.27 -4.27 0.01
H -6.42 -4.99 -4.20 -0.01
H -7.93 -4.19 -2.37 0.02
H -6.99 -2.71 -0.61 -0.01
H -4.67 -2.02 -0.66 0.04
Cl 1.07 -2.65 0.85 0.01
C 1.41 -1.72 2.30 0.00
C 1.17 -0.35 2.30 -0.02
C 1.43 0.25 3.53 0.04
Cl 1.14 1.96 3.77 0.00
C 1.90 -0.43 4.66 -0.01
Cl 2.20 0.38 6.16 0.00
C 2.12 -1.80 4.58 0.01
Cl 2.69 -2.68 5.96 0.00
C 1.87 -2.46 3.39 -0.01
Cl 2.11 -4.17 3.29 0.00
```

The LUMO energy (alpha / beta) is 3.97 / 3.97 eV. Its calculated total energy is -239819.3979 eV. The value obtained for the HOMO-LUMO gap (alpha / beta) is 4.718 / 6.730 eV. The charge is -2. The value obtained for the energy above the lowest of the compared OMol25 structures with the same formula, charge and spin is 34.9 kcal/mol. The expectation value of S² is 2.040. Its molar mass is 1028.61 g/mol. The multiplicity is 3.

[6]
The following is a quantum chemistry calculation of the molecule C3H3NO2, from the OMol25 dataset.

The geometry in XYZ format:
```
9
Properties=species:S:1:pos:R:3:nbo_charge:R:1
C -0.74 -0.18 0.77 -0.49
C 0.12 0.37 -0.04 0.32
C 1.30 1.51 0.68 0.22
N 2.02 2.19 1.24 -0.35
O 0.15 0.14 -1.32 -0.26
O 1.37 0.31 -2.02 -0.40
H -1.53 -0.79 0.43 0.22
H -0.95 -0.14 1.82 0.24
H 1.07 0.35 -3.04 0.49
```

The LUMO energy is 0.17 eV. Its calculated total energy is -8738.6257 eV. The value obtained for the HOMO-LUMO gap is 10.060 eV. The charge is 0. The SMILES is C=C(C#N)OO. The value obtained for the energy above the lowest of the compared OMol25 structures with the same formula, charge and spin is 150.0 kcal/mol. Its molar mass is 85.06 g/mol.